Record 1
Below is a molecular structure, C45H47CrN3P2, with properties calculated with ωB97M-V/def2-TZVPD.

## Properties
Charge = +2
Energy relative to the best compared isomer or geometry (same formula, charge and spin) = 0.00 kcal per mole
2S+1 = 5

XYZ file:
```
98
Properties=species:S:1:pos:R:3:forces:R:3
Cr -0.62548 0.01738 0.55248 -0.260 0.073 0.305
C -3.16302 2.29417 -1.31771 -0.007 0.010 0.038
C -2.15358 3.22290 -0.69002 0.000 -0.009 0.041
C -1.82951 4.41719 -1.32278 -0.002 0.005 -0.049
C -0.96717 5.32812 -0.73364 0.000 0.043 -0.048
C -0.43429 5.07036 0.51740 0.014 -0.008 0.022
C -0.72867 3.88949 1.19243 -0.001 -0.072 0.009
C -0.16973 3.65990 2.57236 -0.019 0.023 0.011
C -1.56888 2.97240 0.55723 -0.048 0.057 -0.030
N -1.79822 1.67402 1.13460 0.207 -0.113 -0.179
C -2.69894 1.44664 2.00740 -0.095 0.212 0.053
C -3.57128 2.48530 2.61881 -0.025 -0.046 0.073
C -2.88034 -0.00497 2.36930 -0.156 -0.117 0.175
C -3.99312 -0.41036 3.27057 -0.058 0.056 -0.041
N -2.07261 -0.81582 1.80319 0.270 0.005 -0.255
C -2.22483 -2.24383 1.91203 0.106 -0.067 0.056
C -3.12053 -2.88443 1.05649 -0.012 0.009 -0.037
C -3.99145 -2.13471 0.08010 -0.040 0.002 0.029
C -3.19702 -4.27334 1.13162 -0.007 -0.021 -0.018
C -2.41576 -4.98375 2.02588 -0.006 -0.029 -0.009
C -1.52801 -4.31807 2.85881 0.029 0.004 0.028
C -1.40794 -2.93611 2.81161 -0.019 0.057 -0.006
C -0.44184 -2.20496 3.70392 -0.037 -0.022 0.018
H -4.14666 2.76756 -1.33523 0.006 0.000 0.017
H -3.26069 1.34659 -0.79132 0.013 -0.004 -0.001
H -2.90002 2.06402 -2.34727 -0.007 0.042 -0.041
H -2.27497 4.64106 -2.28530 0.006 -0.014 0.018
H -0.72844 6.25260 -1.24420 -0.003 -0.032 0.023
H 0.21619 5.79884 0.98803 -0.018 -0.033 -0.002
H -0.65473 4.32570 3.29129 0.012 -0.039 -0.021
H 0.89783 3.87815 2.60227 -0.003 0.014 -0.011
H -0.30665 2.63644 2.91921 -0.005 0.019 -0.003
H -3.38734 3.46020 2.17815 0.008 0.031 -0.011
H -3.37061 2.53702 3.69318 -0.034 0.016 -0.023
H -4.62628 2.23053 2.50196 0.023 -0.027 0.007
H -4.00049 0.19514 4.17798 0.010 0.016 -0.029
H -3.92174 -1.46124 3.53439 -0.004 -0.029 0.007
H -4.94889 -0.24076 2.76379 0.020 -0.009 0.045
H -3.61579 -1.13499 -0.14586 0.014 -0.028 -0.016
H -5.00784 -2.02602 0.46865 0.037 0.015 -0.005
H -4.06825 -2.67890 -0.86070 -0.003 -0.017 0.013
H -3.88579 -4.79840 0.47999 0.008 0.022 0.010
H -2.49845 -6.06181 2.07754 0.000 0.027 -0.004
H -0.92090 -4.87701 3.56092 -0.014 0.018 -0.020
H 0.05719 -2.89674 4.38035 -0.022 0.008 -0.019
H -0.94049 -1.44690 4.31462 0.017 -0.025 -0.030
H 0.33106 -1.70297 3.11607 0.011 0.025 -0.005
C 1.48351 2.00320 -0.76485 -0.034 -0.097 0.049
N 1.00589 0.59905 -0.64968 0.054 0.361 -0.428
P 1.72214 -0.58971 0.40420 -0.045 -0.028 0.237
C 2.90811 -1.61743 -0.45275 -0.109 -0.076 -0.065
C 3.84413 -1.09885 -1.34622 0.062 -0.006 -0.040
C 4.73930 -1.94737 -1.97407 0.007 -0.034 0.015
C 4.70799 -3.31192 -1.69914 0.000 0.025 0.028
C 3.78700 -3.82576 -0.79786 0.054 -0.015 -0.024
C 2.87669 -2.98101 -0.17859 0.037 -0.041 -0.029
C 2.63732 0.39329 1.60622 0.113 -0.050 -0.085
C 1.96156 0.83772 2.73971 0.075 0.059 0.060
C 2.61807 1.60725 3.68989 -0.069 -0.005 0.020
C 3.95568 1.92685 3.51396 0.048 -0.015 -0.048
C 4.64275 1.47085 2.39311 -0.021 0.020 0.052
C 3.99026 0.70134 1.44512 0.005 -0.003 -0.001
P -0.10259 0.07757 -2.01594 -0.061 -0.175 0.143
C 0.26822 -1.67479 -2.28533 0.063 0.023 -0.030
C 1.13489 -2.17937 -3.25650 0.025 0.063 -0.036
C 1.33670 -3.54435 -3.36464 -0.029 -0.061 0.063
C 0.68738 -4.41889 -2.49834 -0.002 0.001 -0.022
C -0.19368 -3.93235 -1.54314 -0.066 -0.046 -0.015
C -0.41964 -2.56761 -1.46129 -0.013 0.029 -0.015
C 0.47843 0.97637 -3.46617 -0.018 0.012 -0.034
C 1.80178 0.99503 -3.91514 0.024 0.006 0.084
C 2.13699 1.68168 -5.06791 -0.022 0.021 -0.031
C 1.15208 2.34412 -5.79524 0.009 -0.015 0.000
C -0.16600 2.31617 -5.36884 -0.004 -0.011 -0.002
C -0.50157 1.63829 -4.20416 0.013 0.034 -0.009
H 1.77650 2.36998 0.21620 -0.019 -0.010 0.030
H 0.66944 2.62635 -1.14028 0.025 -0.016 0.001
H 2.32780 2.08217 -1.44473 0.055 -0.024 -0.059
H 3.88848 -0.03201 -1.53004 -0.034 0.012 -0.092
H 5.47195 -1.55033 -2.66511 -0.021 -0.004 0.011
H 5.41314 -3.97359 -2.18561 -0.013 0.012 0.010
H 3.77214 -4.88644 -0.58246 -0.001 0.022 -0.007
H 2.14023 -3.38403 0.50790 0.011 0.011 -0.017
H 0.92328 0.56329 2.89745 -0.038 -0.021 0.006
H 2.09100 1.94259 4.57450 0.015 -0.007 -0.022
H 4.47216 2.51746 4.25911 -0.006 -0.003 -0.006
H 5.69090 1.70826 2.26611 -0.022 -0.009 0.006
H 4.53850 0.32666 0.59028 -0.007 0.041 0.076
H 1.63817 -1.51000 -3.94158 -0.005 -0.044 0.030
H 2.00162 -3.93245 -4.12564 -0.013 0.019 0.016
H 0.85222 -5.48547 -2.58725 0.000 0.024 0.005
H -0.72774 -4.60917 -0.88592 0.022 0.029 -0.034
H -1.16856 -2.19765 -0.76370 0.001 -0.047 0.008
H 2.56845 0.46412 -3.36658 0.049 0.015 0.049
H 3.16391 1.69637 -5.40988 -0.022 -0.003 0.016
H 1.41602 2.87652 -6.70017 -0.002 -0.016 0.029
H -0.93466 2.81968 -5.94060 0.019 -0.011 0.016
H -1.53343 1.61270 -3.87900 0.003 0.007 0.006
```
Positions in Å, forces in eV/Å.

=====

Record 2
Below is 10 unconnected molecules or ions with the total composition C20H30N10 in a non-equilibrium geometry, with properties calculated with ωB97M-V/def2-TZVPD.

## Properties
Charge = 0
SMILES = CC#N.CC#N.CC#N.CC#N.CC#N.CC#N.CC#N.CC#N.CC#N.CC#N
Energy relative to the best compared isomer or geometry (same formula, charge and spin) = 9.65 kcal per mole

XYZ file:
```
60
Properties=species:S:1:pos:R:3:forces:R:3
C -1.83593 3.76791 0.07088 0.313 0.335 0.282
C -2.14117 4.89841 0.95455 0.045 -0.325 0.133
N -2.35249 5.75278 1.69207 -0.021 -0.005 -0.111
H -2.56881 2.97376 0.17679 -0.168 0.086 -0.181
H -0.87622 3.33675 0.35954 0.068 0.074 -0.026
H -1.76182 4.15036 -0.94495 -0.139 -0.245 -0.113
C -0.89379 -3.21211 -2.98170 -0.811 -0.030 -0.330
C 0.53933 -3.39515 -2.94164 0.121 0.184 0.407
N 1.68028 -3.48998 -2.85890 0.153 -0.059 0.004
H -1.15565 -2.17790 -3.21161 0.176 0.001 -0.172
H -1.38423 -3.43587 -2.03508 0.340 -0.171 0.136
H -1.31896 -3.87149 -3.74003 -0.005 0.107 -0.030
C 2.97738 -0.50242 -1.89792 -0.001 0.201 -0.390
C 3.78816 0.57368 -2.44873 0.137 -0.216 -0.292
N 4.43561 1.41534 -2.88325 -0.074 0.048 -0.193
H 2.22437 -0.75698 -2.64409 -0.079 -0.158 0.147
H 2.50448 -0.16926 -0.97621 0.345 -0.114 -0.202
H 3.58392 -1.38171 -1.69667 0.005 0.021 -0.064
C 0.62486 2.11565 -3.41747 -0.069 0.224 -0.118
C -0.39420 1.13781 -3.05775 0.324 0.202 0.149
N -1.19791 0.36805 -2.78579 -0.170 -0.239 -0.011
H 1.22498 1.71886 -4.23489 -0.008 0.133 -0.055
H 1.28729 2.38003 -2.59433 -0.102 -0.256 0.181
H 0.12129 3.03350 -3.72205 0.088 -0.041 -0.185
C 3.51759 -3.83636 0.73114 -0.529 -0.332 0.769
C 3.36299 -2.40406 0.94115 0.138 -0.210 -0.202
N 3.23914 -1.27875 1.11908 0.013 0.120 0.119
H 4.17676 -4.22886 1.50651 0.311 0.022 -0.301
H 3.82311 -4.11071 -0.27240 0.172 0.167 -0.045
H 2.55768 -4.31660 0.93808 -0.058 0.101 -0.243
C -0.43591 -5.03032 2.40813 -0.037 0.826 0.052
C -0.96463 -4.35365 1.21801 0.081 -0.498 0.415
N -1.38481 -3.82745 0.29245 -0.024 0.159 -0.222
H 0.57213 -5.38496 2.21404 -0.049 -0.250 -0.025
H -1.09502 -5.81938 2.75481 0.025 -0.153 -0.188
H -0.37321 -4.28057 3.20015 0.015 -0.086 0.025
C -1.80950 2.54494 3.87956 -1.119 0.390 -0.066
C -2.49920 2.58905 5.17222 0.544 -0.390 -0.359
N -2.99519 2.58830 6.20320 -0.269 0.070 0.365
H -2.14142 1.68490 3.29821 0.289 -0.235 0.189
H -0.73528 2.57254 4.01719 0.064 0.021 -0.143
H -2.18924 3.40585 3.32136 0.504 0.140 -0.014
C 0.17959 -0.83908 -0.25677 0.335 0.552 1.277
C -0.93495 -0.15809 0.38785 -0.142 -0.262 -0.916
N -1.82086 0.35524 0.89684 -0.394 0.340 0.369
H 0.88240 -0.09095 -0.61724 -0.524 -0.011 0.013
H -0.08497 -1.53771 -1.03739 -0.253 -0.047 0.108
H 0.66380 -1.30488 0.60638 0.282 -0.449 -0.462
C 4.32340 1.73998 0.18098 0.571 0.574 -0.675
C 2.90815 2.00014 0.40419 0.971 -0.456 -0.070
N 1.78772 2.18698 0.52480 -0.848 0.162 0.012
H 4.55405 0.70084 -0.04163 -0.298 -0.124 0.613
H 4.95330 2.12581 0.97672 -0.142 -0.128 0.229
H 4.62176 2.23354 -0.75141 -0.121 0.273 0.402
C -5.24231 1.54155 0.46039 0.288 0.407 0.114
C -6.41477 2.29254 0.90069 -0.099 -0.221 -0.201
N -7.34134 2.89809 1.20140 -0.002 0.005 0.074
H -4.41845 1.75232 1.14241 0.027 -0.159 -0.009
H -4.94925 1.89112 -0.52897 -0.028 -0.072 -0.036
H -5.40403 0.46862 0.42710 -0.161 -0.001 0.066
```
Positions in Å, forces in eV/Å.

=====

Record 3
Below is a gas-phase ion, C6H12N2S (charge +2) in a non-equilibrium geometry, with properties calculated with ωB97M-V/def2-TZVPD.

## Properties
Charge = +2
Energy relative to the best compared isomer or geometry (same formula, charge and spin) = 70.70 kcal per mole

XYZ file:
```
21
Properties=species:S:1:pos:R:3:forces:R:3
C 1.08143 -1.69924 -0.20669 1.996 -2.215 -3.857
C 2.47991 -1.45378 -0.07000 -0.288 2.178 -1.116
C -0.02290 -1.02251 0.28625 -2.434 2.783 6.044
C -0.76044 2.17279 1.04804 2.780 -0.462 -1.400
C -1.32307 -0.35105 -1.68371 1.340 0.232 -1.292
C -0.38819 1.28104 -0.17008 2.418 1.658 0.111
N -0.19775 -1.06032 1.63400 1.059 -1.537 -1.366
N -0.81004 -0.07064 -0.35634 1.075 -1.094 -0.627
S 3.06100 0.28814 0.14250 -1.708 -3.907 -0.066
H 0.77173 -2.40361 -1.09921 0.982 0.848 1.781
H 3.13150 -2.24730 -0.54934 -0.328 1.252 0.794
H -1.10406 1.54868 1.79746 -0.901 -0.934 1.771
H 0.19129 2.67047 1.42006 -1.456 -0.285 -0.539
H -1.50379 2.83742 0.72330 -0.946 1.170 -0.064
H -1.45336 -1.41947 -1.74745 -0.713 -0.178 -0.402
H -2.19751 0.26438 -1.69095 -1.044 -0.251 -0.513
H -0.68011 0.00947 -2.56487 -0.509 -0.457 1.379
H 0.74296 1.14845 -0.10345 0.216 0.183 0.263
H -0.37386 1.82499 -1.13661 -0.884 -0.354 0.456
H -0.92736 -0.51353 2.09191 -0.027 -0.226 -0.247
H 0.28263 -1.80441 2.23517 -0.628 1.596 -1.110
```
Positions in Å, forces in eV/Å.

=====

Record 4
Below is a molecular structure, C32H36N7OOs, with properties calculated with ωB97M-V/def2-TZVPD.

## Properties
Charge = +1
Energy relative to the best compared isomer or geometry (same formula, charge and spin) = 0.00 kcal per mole

XYZ file:
```
77
Properties=species:S:1:pos:R:3:forces:R:3
Os -0.59823 -0.09135 0.43958 0.108 0.022 0.154
O -0.44857 0.15032 2.38880 -0.060 0.238 -0.005
C 0.01345 -0.76245 3.23272 0.153 -0.310 0.080
C -0.56020 -0.85819 4.50648 -0.024 -0.018 -0.004
C -0.11386 -1.80256 5.40399 0.122 -0.102 -0.048
C 0.93185 -2.67342 5.06859 -0.124 0.132 -0.004
C 1.53176 -2.56145 3.83521 -0.015 -0.089 0.075
C 1.09133 -1.61174 2.90454 0.107 0.165 -0.100
C 1.83333 -1.36626 1.67619 -0.109 -0.078 0.201
N 1.37613 -0.71153 0.61534 -0.100 0.070 -0.241
C 2.41285 -0.57154 -0.28258 0.162 -0.073 0.084
C 3.50990 -1.18066 0.23111 -0.139 0.013 0.077
N 3.12742 -1.67296 1.46312 0.056 0.056 -0.118
H -1.37154 -0.18508 4.75006 0.002 -0.002 0.007
H -0.58189 -1.87540 6.37670 0.000 -0.004 -0.004
H 1.26735 -3.42205 5.77178 -0.002 0.003 0.006
H 2.34088 -3.23704 3.58035 0.006 0.025 -0.029
H 2.27786 -0.06199 -1.21785 0.022 -0.022 0.070
H 4.50473 -1.30612 -0.15609 -0.002 -0.001 0.007
H 3.73133 -2.11547 2.13517 0.002 0.010 0.009
C -0.19590 1.06016 -5.23126 0.006 0.034 0.011
C 0.61429 0.05009 -4.40589 -0.072 0.011 0.031
C 1.68836 0.71789 -3.54846 0.051 -0.004 -0.015
C -0.20596 -1.10173 -3.77882 0.071 -0.041 -0.062
C -0.46858 -2.11034 -4.70524 0.005 0.020 0.012
C -1.02620 -3.31857 -4.35107 -0.009 -0.014 0.030
C -1.23650 -3.57786 -3.01184 0.004 -0.008 -0.024
C -1.00272 -2.62330 -2.02902 0.033 -0.002 -0.039
C -1.07766 -3.19755 -0.61974 -0.049 0.023 -0.037
C 0.29415 -3.78145 -0.23821 0.015 -0.025 0.004
C -1.63273 -2.33794 0.49579 0.002 -0.017 -0.030
C -0.59504 -1.32734 -2.43242 -0.009 0.002 0.118
N -0.65054 -0.22896 -1.50289 0.032 -0.067 -0.185
C -0.97711 0.98739 -2.06484 0.039 -0.152 0.101
C -0.77753 2.08911 -1.31881 -0.050 0.223 -0.018
C -0.90773 3.49351 -1.57646 -0.009 -0.075 -0.040
C -0.41799 4.11490 -0.48312 0.060 -0.028 0.111
C -0.00157 3.09647 0.47579 -0.015 0.133 -0.039
N -0.22568 1.90215 -0.03766 0.034 -0.079 -0.082
C 0.56898 3.40449 1.83515 -0.017 -0.038 -0.006
C 1.74368 2.47384 2.15880 0.004 0.021 -0.008
C 1.08192 4.84890 1.87260 0.006 0.014 0.020
C -0.56592 3.26552 2.86838 0.003 0.012 -0.019
H 0.48587 1.63284 -5.86134 -0.004 -0.018 -0.015
H -0.74716 1.78716 -4.63487 0.034 0.014 -0.002
H -0.90751 0.55393 -5.88365 -0.009 -0.012 0.014
H 1.19453 -0.49370 -5.15393 0.010 0.010 -0.021
H 1.31211 1.32109 -2.72335 0.002 -0.003 -0.032
H 2.27285 1.38108 -4.18813 -0.012 0.021 0.014
H 2.38096 -0.02977 -3.15896 -0.038 -0.023 -0.038
H -0.19465 -1.93783 -5.73900 -0.004 0.003 -0.007
H -1.23786 -4.07064 -5.09876 0.003 0.004 0.001
H -1.58590 -4.55711 -2.70878 -0.001 0.001 0.008
H -1.77349 -4.03441 -0.70208 -0.022 0.000 0.061
H 1.10153 -3.09728 -0.50546 -0.015 0.025 0.026
H 0.47174 -4.71953 -0.76235 0.023 0.030 -0.044
H 0.34810 -3.98139 0.83534 -0.029 -0.040 -0.015
H -2.52391 -1.77554 0.23880 0.002 -0.025 0.000
H -0.77809 -1.79750 1.03659 -0.016 -0.019 0.002
H -1.89300 -2.96295 1.35443 0.007 0.017 0.016
H -1.39605 1.01071 -3.05551 -0.027 -0.001 -0.030
H -1.29116 3.93640 -2.48163 -0.002 0.002 0.008
H -0.32497 5.17546 -0.32535 -0.002 -0.011 -0.013
H 2.57231 2.64898 1.46873 -0.003 -0.006 0.000
H 1.46216 1.42793 2.10766 -0.023 -0.025 0.024
H 2.09618 2.68176 3.17019 0.004 0.013 -0.010
H 1.83580 5.03404 1.10518 -0.009 -0.002 -0.004
H 1.54239 5.02947 2.84415 0.005 0.003 -0.006
H 0.27533 5.57310 1.75743 0.004 -0.001 0.005
H -0.95114 2.25013 2.90480 0.004 0.013 0.009
H -1.38512 3.94746 2.63278 0.000 -0.001 0.003
H -0.17969 3.53240 3.85381 -0.003 -0.007 0.000
N -2.45971 0.54230 0.54660 -0.113 0.123 0.023
C -3.46089 1.03747 0.92503 -0.175 -0.024 -0.071
N -4.51059 1.63426 1.26037 0.046 -0.140 0.097
C -5.55910 0.94202 1.72593 0.043 0.078 -0.078
N -6.49374 0.39520 2.12134 0.022 0.020 0.025
```
Positions in Å, forces in eV/Å.

=====

Q: What is the charge in the first record?
A: +2